15
Properties=species:S:1:pos:R:3:lowdin_charge:R:1 method="wB97M-V/def2-TZVPD" total_charge=+1 homo_energy_ev=-13.48 spin_multiplicity=1 energy_ev=-20115.3743 orbital_gap_ev=9.57 smiles="CC1=[NH+][C@@]2(CO2)SN1" lumo_energy_ev=-3.91
S 1.92 1.60 0.10 1.167
O 2.36 -1.05 0.87 -0.080
N 0.38 -0.30 -0.50 0.160
N 0.27 1.73 0.29 -0.193
C 1.77 -0.04 -0.24 -0.605
C -1.77 0.51 0.48 0.031
C 2.85 -1.06 -0.46 -0.141
C -0.38 0.61 0.10 -0.415
H -2.34 0.03 -0.34 0.120
H 3.83 -0.54 -0.48 0.122
H -2.19 1.57 0.68 0.131
H 0.14 -1.28 -0.69 0.205
H -1.91 -0.04 1.48 0.144
H 2.78 -2.08 -1.06 0.172
H -0.25 2.44 0.88 0.185

14
Properties=species:S:1:pos:R:3:lowdin_charge:R:1 method="wB97M-V/def2-TZVPD" homo_energy_ev="-8.07 / -8.07" spin_multiplicity=1 energy_ev=-16526.0436 orbital_gap_ev="7.58 / 7.58" lumo_energy_ev="-0.49 / -0.49"
P 0.47 1.42 -0.07 0.851
N -0.89 -1.06 0.01 -0.030
N 0.42 -1.31 -0.02 -0.010
C 1.17 -0.25 -0.08 -0.677
C -3.02 0.13 0.01 -0.061
C -1.54 -0.08 0.22 -0.258
C 2.66 -0.35 -0.07 -0.135
H -3.30 1.17 -0.25 0.087
H 3.13 -1.28 0.21 0.077
H 2.91 0.05 -1.07 0.082
H 1.60 2.08 0.59 -0.117
H -3.43 -0.27 0.86 0.032
H -3.25 -0.61 -0.89 0.132
H 3.08 0.38 0.55 0.025

14
Properties=species:S:1:pos:R:3:lowdin_charge:R:1 method="wB97M-V/def2-TZVPD" total_charge=+1 homo_energy_ev="-10.58 / -13.46" spin_multiplicity=3 energy_ev=-18064.8277 orbital_gap_ev="7.71 / 6.15" lumo_energy_ev="-2.86 / -7.31"
S -0.97 2.36 1.01 0.723
N -0.84 -1.83 -0.37 0.019
N 0.07 0.25 -0.35 -0.068
C 0.41 -1.87 0.17 0.046
C -1.24 -0.66 -0.72 0.013
C 0.08 1.69 -0.39 -0.439
C 0.88 -0.61 0.16 -0.087
H 1.13 2.06 -0.43 0.122
H -0.29 2.10 2.24 -0.085
H 0.86 -2.77 0.66 0.177
H -2.28 -0.36 -1.15 0.179
H -0.66 2.01 -1.08 0.050
H 1.96 -0.33 0.46 0.189
H -1.59 -2.46 -0.39 0.160

15
Properties=species:S:1:pos:R:3:lowdin_charge:R:1 method="wB97M-V/def2-TZVPD" total_charge=+1 homo_energy_ev=-12.03 spin_multiplicity=1 energy_ev=-28904.2109 orbital_gap_ev=7.25 lumo_energy_ev=-4.78
S 2.17 0.75 -0.79 0.728
S 2.38 1.73 1.00 0.733
N -1.90 -1.06 -1.04 0.101
N -1.50 1.17 -1.00 0.106
C -1.08 -0.06 -0.87 -0.275
C 1.31 -0.58 -0.13 -0.456
C 1.20 -0.61 1.26 -0.232
C 1.66 0.49 1.93 -0.425
H 0.75 -1.44 1.78 0.127
H 1.16 -1.43 -0.77 0.078
H -0.87 1.95 -0.87 0.091
H -2.88 -0.94 -1.28 0.117
H -2.46 1.41 -1.25 0.118
H -1.58 -2.01 -0.96 0.100
H 1.65 0.63 2.99 0.090

14
Properties=species:S:1:pos:R:3:lowdin_charge:R:1 method="wB97M-V/def2-TZVPD" homo_energy_ev=-7.56 spin_multiplicity=1 energy_ev=-8725.3580 orbital_gap_ev=8.11 lumo_energy_ev=0.54
N -2.04 -0.32 -0.76 0.094
N 0.39 1.24 -1.87 0.209
N -1.26 -0.65 0.12 -0.389
C 0.14 -0.25 0.18 -0.088
C 0.49 0.57 -0.84 -0.395
C -1.65 -1.51 1.27 -0.052
C 1.86 1.56 -0.94 -0.014
H 2.21 1.99 -1.87 0.097
H 1.72 2.31 -0.17 0.098
H 0.80 -0.59 0.95 0.095
H -1.07 -2.44 1.24 0.082
H -2.71 -1.71 1.14 0.076
H 2.59 0.78 -0.67 0.104
H -1.45 -0.98 2.20 0.081

14
Properties=species:S:1:pos:R:3:lowdin_charge:R:1 method="wB97M-V/def2-TZVPD" homo_energy_ev=-9.31 spin_multiplicity=1 energy_ev=-8730.9356 orbital_gap_ev=10.17 smiles=Cc1cn(C)nn1 lumo_energy_ev=0.86
N -0.98 0.62 -1.13 0.037
N -1.07 -0.67 -1.05 0.019
N -0.21 -1.08 -0.11 -0.208
C -0.11 -2.49 0.19 -0.020
C -0.06 1.07 -0.23 -0.354
C 0.22 2.53 -0.06 -0.053
C 0.44 -0.03 0.43 -0.030
H 0.24 3.02 -1.03 0.075
H 0.33 -3.03 -0.65 0.089
H 1.18 2.70 0.44 0.073
H 1.18 -0.14 1.21 0.122
H -0.57 3.01 0.54 0.076
H 0.51 -2.62 1.08 0.087
H -1.11 -2.88 0.39 0.088

14
Properties=species:S:1:pos:R:3:lowdin_charge:R:1 method="wB97M-V/def2-TZVPD" homo_energy_ev=-9.45 spin_multiplicity=1 energy_ev=-8730.5516 orbital_gap_ev=10.00 lumo_energy_ev=0.56
N 2.66 -0.53 -1.14 0.136
N 0.27 -0.34 -1.41 0.083
N 0.97 -0.04 1.79 0.178
C -0.60 -0.33 -0.22 -0.310
C 1.48 -0.35 -0.71 -0.390
C 0.70 -0.18 0.57 -0.275
C -1.59 0.82 -0.19 -0.054
H -2.27 0.75 -1.05 0.076
H -1.06 1.77 -0.27 0.083
H 0.09 -0.85 -2.26 0.138
H 3.33 -0.47 -0.37 0.050
H -2.22 0.85 0.71 0.076
H -1.09 -1.29 -0.01 0.145
H 0.05 -0.05 2.23 0.063

14
Properties=species:S:1:pos:R:3:lowdin_charge:R:1 method="wB97M-V/def2-TZVPD" homo_energy_ev=-7.19 spin_multiplicity=1 energy_ev=-8728.8288 orbital_gap_ev=7.73 lumo_energy_ev=0.53
N -1.06 -0.69 -0.18 0.005
N 1.14 -1.87 -2.55 0.114
N 0.48 0.94 -0.44 -0.061
C 1.46 0.86 0.73 -0.075
C -1.63 -0.01 0.78 0.009
C -0.01 -0.28 -0.89 -0.408
C 0.61 -1.17 -1.79 -0.208
H 1.40 1.74 1.38 0.068
H 0.89 1.44 -1.21 0.116
H -2.37 -0.51 1.34 0.050
H -1.33 -1.66 -0.33 0.167
H 2.39 0.90 0.19 0.059
H -1.51 1.06 0.87 0.072
H 1.54 -0.02 1.40 0.093

14
Properties=species:S:1:pos:R:3:lowdin_charge:R:1 method="wB97M-V/def2-TZVPD" homo_energy_ev=-7.36 spin_multiplicity=1 energy_ev=-8730.7010 orbital_gap_ev=8.32 smiles=Nc1c[nH]c(N)c1 lumo_energy_ev=0.96
N -0.66 1.17 -0.21 0.047
N -2.49 -0.32 0.11 0.098
N 2.47 -0.51 0.18 0.062
C 0.74 1.19 -0.18 -0.130
C 1.12 -0.12 0.07 -0.376
C -1.11 -0.08 0.04 -0.388
C -0.03 -0.92 0.26 -0.001
H 1.21 1.81 0.58 0.112
H -1.23 1.91 -0.59 0.145
H -2.99 -0.15 -0.76 0.086
H -2.68 -1.26 0.43 0.084
H 3.05 0.32 0.02 0.077
H 2.67 -1.11 -0.62 0.084
H -0.06 -1.92 0.67 0.101

14
Properties=species:S:1:pos:R:3:lowdin_charge:R:1 method="wB97M-V/def2-TZVPD" homo_energy_ev=-8.89 spin_multiplicity=1 energy_ev=-8728.8378 orbital_gap_ev=9.89 smiles=N#CC1(NN)CC1 lumo_energy_ev=1.00
N -0.12 -1.03 0.71 -0.080
N -0.08 -2.11 -0.34 -0.004
N 2.81 0.72 -0.27 0.165
C 0.31 0.26 0.14 -0.460
C 1.70 0.53 -0.13 -0.176
C -0.54 1.45 0.59 -0.075
C -0.82 0.83 -0.74 -0.069
H 0.03 2.34 0.74 0.102
H 0.31 -2.87 0.26 0.077
H 0.70 -1.86 -0.97 0.073
H -0.60 1.54 -1.62 0.135
H -1.07 -1.10 1.06 0.108
H -1.09 1.20 1.51 0.110
H -1.56 0.08 -0.94 0.094

14
Properties=species:S:1:pos:R:3:lowdin_charge:R:1 method="wB97M-V/def2-TZVPD" homo_energy_ev="-8.22 / -7.24" spin_multiplicity=1 energy_ev=-8727.2720 orbital_gap_ev="8.44 / 7.63" lumo_energy_ev="0.22 / 0.39"
N -0.38 -0.80 1.26 -0.100
N 0.05 -0.63 -2.64 0.141
N 0.43 1.94 -0.28 0.184
C 0.33 0.63 -0.42 -0.388
C -1.41 -0.86 0.22 -0.016
C 0.28 -0.01 -1.69 -0.228
C 0.84 -0.25 0.61 -0.191
H -0.31 -1.69 1.59 0.038
H 0.15 2.58 -0.90 0.069
H -1.33 -1.78 -0.36 0.063
H 1.59 0.22 1.32 0.133
H 0.75 2.18 0.64 0.119
H -2.37 -0.46 0.53 0.057
H 1.38 -1.07 0.12 0.117

14
Properties=species:S:1:pos:R:3:lowdin_charge:R:1 method="wB97M-V/def2-TZVPD" homo_energy_ev=-7.43 spin_multiplicity=1 energy_ev=-8729.8510 orbital_gap_ev=8.28 smiles=Nc1c[nH]c(N)c1 lumo_energy_ev=0.84
N -1.33 2.12 0.33 0.064
N -0.07 -1.21 0.63 0.034
N 1.71 -1.55 -0.90 0.121
C -0.60 0.92 0.30 -0.398
C 0.50 0.62 -0.53 -0.001
C -0.95 -0.18 1.11 -0.149
C 0.75 -0.73 -0.33 -0.383
H 1.11 1.33 -1.07 0.102
H -0.56 0.36 2.01 0.124
H 1.42 -2.48 -1.16 0.091
H -0.36 -2.17 0.64 0.136
H -2.01 2.02 1.09 0.077
H -1.90 2.08 -0.52 0.092
H 2.29 -1.13 -1.60 0.091

Calculated energy relative to the best compared isomer or geometry (same formula, charge and spin) in order - 203.82; 363.38; 227.60; 153.13; 609.92; 71.76; 108.81; 275.04; 94.39; 274.17; 425.24; 176.41 kJ/mol